Record 1
DFT (the ωB97M-V functional and the def2-TZVPD basis) results for a structure of composition C5H8N.

Geometry as ORCA input:
```
! RIJCOSX wB97M-V def2-TZVPD def2/J DEFGRID3
* xyz 1 1
C -1.39 0.30 0.45
C -0.40 -1.17 1.59
C 0.66 -0.19 -0.05
C -0.04 0.22 1.17
C 0.97 0.66 -1.25
N -0.58 -0.87 0.21
H -2.37 -0.04 0.89
H -1.46 1.09 -0.67
H 0.30 -1.86 1.85
H -1.37 -1.42 2.18
H 1.56 -0.92 -0.05
H 1.26 0.07 -2.11
H 1.72 1.22 -0.81
H 0.22 1.29 -1.66
*
```


Record 2
DFT (the ωB97M-V functional and the def2-TZVPD basis) results for the ion C5H8N with charge +1.

Geometry as ORCA input:
```
! RIJCOSX wB97M-V def2-TZVPD def2/J DEFGRID3
* xyz 1 1
C -1.17 0.53 -0.09
C 1.30 0.07 -1.02
C 0.31 -0.73 1.01
C 0.26 1.03 -0.50
C -1.14 -0.65 0.67
N 1.22 0.30 0.39
H -1.40 1.25 0.58
H -1.97 0.79 -0.91
H 0.79 -0.87 -1.36
H 2.17 0.25 -1.65
H 0.58 -0.98 1.99
H 0.67 -1.73 0.63
H 0.26 2.13 -0.64
H -1.87 -1.37 0.90
*
```


Record 3
DFT (the ωB97M-V functional and the def2-TZVPD basis) results for the ion C5H8N with charge +1.

Geometry as ORCA input:
```
! RIJCOSX wB97M-V def2-TZVPD def2/J DEFGRID3
* xyz 1 1
C -1.58 -0.68 -0.03
N -0.40 0.13 0.32
C -0.20 1.57 -0.10
C 0.76 0.54 -0.53
C 1.56 -0.70 -0.52
C 0.97 -0.21 0.75
H -1.21 -1.67 -0.40
H -2.32 -0.91 0.87
H -2.14 -0.33 -0.89
H 0.30 2.10 0.75
H -0.82 2.16 -0.77
H 2.60 -0.60 -0.31
H 1.07 -1.55 -0.85
H 1.41 0.14 1.71
*
```

Summary:
Structure (SMILES): C[N@+]12C[C@@]13C[C@@H]32


Table of E_tot (eV), in record order: -6792.3763 -6792.9871 -6792.0569
Table of relative energy (zero: lowest compared OMol25 entry of this formula, charge and spin) (kcal per mole), in record order: 131.7 117.6 139.1
Table of E_HOMO (eV), in record order: -17.2908 -14.5659 -15.3930